Version i
This record from OMol25 describes the ion C6H11N2 with charge +1. The level of theory is ωB97M-V/def2-TZVPD.

Cartesian coordinates (Å):
C  -1.058  1.568  1.685
C  -1.359  -1.963  0.912
C  -1.497  0.480  1.060
C  -0.846  -0.756  0.592
C  0.510  -0.504  -0.242
C  1.398  0.865  -2.072
N  0.432  0.505  -1.082
N  1.598  -1.187  -0.176
H  -1.929  2.190  2.064
H  0.016  1.912  1.966
H  -0.883  -2.914  1.066
H  -2.423  -1.993  1.248
H  -2.578  0.447  1.111
H  0.996  1.772  -2.493
H  2.344  1.033  -1.732
H  1.296  0.007  -2.819
H  -0.361  1.073  -0.978
H  1.932  -1.764  0.580
H  2.411  -0.771  -0.689

Summary:
frontier orbital gap: 9.5 eV
HOMO level: -13.19 eV
structure (SMILES): C=CC(=C)C(=[NH2+])NC
charge: +1

Version ii
This record from OMol25 describes the ion C6H11N2 with charge +1. The level of theory is ωB97M-V/def2-TZVPD.

Cartesian coordinates (Å):
C  -2.734  -1.489  0.325
C  -1.423  1.024  -0.837
C  -1.550  -1.019  0.628
C  -0.905  0.153  0.066
C  0.484  0.430  0.319
C  2.677  -0.129  -0.659
N  1.286  -0.245  -0.476
N  0.858  1.363  1.151
H  -3.235  -2.308  0.805
H  -3.479  -1.063  -0.330
H  -0.798  1.841  -1.175
H  -2.439  1.134  -1.127
H  -0.899  -1.573  1.425
H  3.343  -0.023  0.192
H  3.105  -1.015  -1.013
H  2.883  0.636  -1.484
H  0.692  -0.947  -0.945
H  0.227  1.714  1.893
H  1.908  1.518  1.245

Summary:
frontier orbital gap: 9.5 eV
HOMO level: -13.13 eV
structure (SMILES): C=CC(=C)C(=[NH2+])NC
charge: +1

Version iii
This record from OMol25 describes the ion C6H11N2 with charge +1. The level of theory is ωB97M-V/def2-TZVPD.

Cartesian coordinates (Å):
C  -0.210  -0.509  -0.627
C  -1.366  0.039  -0.060
C  -0.331  2.119  -0.194
C  1.012  1.487  0.068
C  -2.556  -0.849  0.142
C  2.011  -0.716  0.426
N  -1.397  1.257  0.365
N  1.073  0.125  -0.364
H  -0.164  -1.506  -1.028
H  -0.400  3.099  0.273
H  -0.498  2.219  -1.276
H  1.584  1.740  0.946
H  -2.949  -1.160  -0.824
H  -3.323  -0.295  0.672
H  -2.287  -1.734  0.714
H  1.699  -0.733  1.468
H  2.013  -1.734  0.038
H  3.012  -0.300  0.362
H  1.458  0.172  -1.326

Summary:
frontier orbital gap (alpha / beta): 8.5 / 7.7 eV
HOMO level (alpha / beta): -13.78 / -13.52 eV
charge: +1

Version iv
This record from OMol25 describes the ion C6H11N2 with charge +1. The level of theory is ωB97M-V/def2-TZVPD.

Cartesian coordinates (Å):
C  -2.471  -0.200  0.037
C  -1.628  1.038  0.109
C  -0.287  0.893  -0.642
C  0.438  -0.342  -0.175
C  0.119  -0.994  0.910
N  2.999  0.471  0.753
C  2.894  -0.271  -0.258
N  1.646  -0.734  -0.899
H  -3.399  -0.006  0.567
H  -2.047  -1.084  0.551
H  -2.779  -0.524  -0.954
H  -2.066  1.997  -0.184
H  -1.334  1.149  1.171
H  -0.580  0.902  -1.690
H  0.371  1.764  -0.457
H  0.391  -1.968  1.337
H  2.228  0.310  1.405
H  3.773  -0.648  -0.797
H  1.734  -1.754  -0.787

Summary:
frontier orbital gap: 6.4 eV
HOMO level: -14.64 eV
charge: +1

In terms of stability, version ii leads; the second structure lies 0.346 eV higher.

Version i
This record from OMol25 describes the ion C6H11N2 with charge +1. The level of theory is ωB97M-V/def2-TZVPD.

Cartesian coordinates (Å):
C  -1.349  0.375  -0.027
C  -0.712  -0.951  0.472
C  1.302  -0.713  -1.117
C  1.337  0.448  -0.301
C  -2.861  0.334  -0.184
C  2.320  1.128  0.507
N  -0.645  1.359  -0.246
N  0.690  -0.883  0.177
H  -0.860  -1.070  1.526
H  -1.262  -1.836  0.184
H  0.686  -0.859  -2.081
H  2.300  -1.140  -1.270
H  -3.063  0.458  -1.154
H  -3.408  1.224  0.376
H  -3.223  -0.564  0.158
H  2.153  0.820  1.493
H  2.095  2.184  0.385
H  3.280  0.926  0.101
H  1.220  -1.241  1.000

Summary:
frontier orbital gap: 9.0 eV
HOMO level: -13.50 eV
charge: +1

Version ii
This record from OMol25 describes a structure of composition C6H11N2. The level of theory is ωB97M-V/def2-TZVPD.

Cartesian coordinates (Å):
C  -1.171  -0.626  1.313
C  -1.328  -0.137  0.061
C  0.489  -1.448  -1.049
C  -0.452  -0.425  -0.961
C  -2.326  0.903  -0.281
C  2.382  0.957  0.763
N  2.561  -0.270  0.207
N  2.255  -1.195  -0.441
H  -1.905  -0.171  2.016
H  -0.337  -1.298  1.385
H  0.344  -2.285  -0.399
H  0.757  -1.718  -2.098
H  -0.620  0.161  -1.911
H  -1.746  1.849  -0.625
H  -3.001  0.650  -1.116
H  -2.924  1.196  0.710
H  2.969  1.730  0.158
H  2.719  0.898  1.793
H  1.334  1.230  0.474

Summary:
frontier orbital gap (alpha / beta): 7.1 / 7.2 eV
HOMO level (alpha / beta): -12.94 / -12.99 eV
charge: +1

In terms of stability, version i leads; the second structure lies 0.300 eV higher.

Version i
This record from OMol25 describes the molecule C7H11N. The level of theory is ωB97M-V/def2-TZVPD.

Cartesian coordinates (Å):
C  -1.514  0.641  0.243
C  -1.380  -0.965  -0.122
C  0.300  -1.107  -0.480
C  1.399  -0.717  -0.015
C  0.314  -0.603  1.020
C  0.204  0.245  -0.944
C  -0.303  1.417  -0.112
H  -2.312  1.140  -0.481
H  -1.832  0.820  1.175
H  -2.301  -1.445  -0.771
H  -1.217  -1.866  0.839
H  0.284  -1.961  -1.350
H  2.175  -1.213  0.234
H  0.019  -1.389  1.685
H  0.126  0.534  1.602
H  0.727  0.388  -1.774
H  -0.495  2.522  -0.562
H  1.000  1.409  1.147
N  1.386  1.084  0.103

Summary:
frontier orbital gap: 5.9 eV
HOMO level: -5.37 eV

Version ii
This record from OMol25 describes a structure of composition C7H11N. The level of theory is ωB97M-V/def2-TZVPD.

Cartesian coordinates (Å):
C  -0.221  -0.323  -0.587
C  0.277  1.047  -0.920
C  -1.598  -0.733  -1.002
C  0.852  -1.349  -0.505
C  0.698  1.431  0.529
N  1.998  1.273  0.793
C  -0.365  0.226  1.268
C  -0.877  -0.150  2.299
H  2.153  1.260  1.801
H  1.153  1.061  -1.568
H  -0.519  1.696  -1.287
H  0.146  2.323  0.851
H  -1.916  -1.624  -0.461
H  1.689  -0.909  0.072
H  -1.587  -0.966  -2.073
H  -2.322  0.066  -0.841
H  0.500  -2.279  -0.059
H  1.254  -1.541  -1.504
H  -1.313  -0.511  3.195

Summary:
frontier orbital gap (alpha / beta): 7.5 / 7.5 eV
HOMO level (alpha / beta): -7.88 / -7.88 eV

In terms of stability, version ii leads; the second structure lies 16.770 eV higher.

Version i
This record from OMol25 describes a structure of composition C7H11N. The level of theory is ωB97M-V/def2-TZVPD.

Cartesian coordinates (Å):
C  0.826  -0.614  2.831
C  -1.316  1.267  -1.249
C  1.115  0.646  -1.950
C  0.693  -0.034  1.511
C  0.034  0.719  -0.905
C  -0.360  -1.053  0.122
N  -1.562  -1.262  0.483
C  0.360  0.455  0.417
H  -1.892  -2.183  0.216
H  0.387  -1.708  -0.315
H  1.712  -1.249  2.902
H  0.883  0.145  3.616
H  -0.062  -1.234  3.022
H  -1.442  2.305  -0.924
H  -1.473  1.231  -2.330
H  1.562  1.632  -2.135
H  0.709  0.291  -2.901
H  1.924  -0.023  -1.650
H  -2.097  0.670  -0.760

Summary:
frontier orbital gap: 7.7 eV
HOMO level: -6.72 eV

Version ii
This record from OMol25 describes the molecule C7H11N. The level of theory is ωB97M-V/def2-TZVPD.

Cartesian coordinates (Å):
C  2.680  -0.307  -0.186
C  -1.954  -0.047  1.127
C  0.167  -0.856  -0.130
C  -1.056  0.111  -0.076
C  1.263  0.054  0.073
C  0.673  1.305  0.182
C  -1.574  0.555  -1.260
N  0.241  -2.112  -0.307
H  -0.670  -2.569  -0.313
H  2.768  -0.973  -1.043
H  3.094  -0.843  0.672
H  3.276  0.588  -0.374
H  -1.564  -0.735  1.877
H  -2.077  0.909  1.639
H  -2.942  -0.415  0.850
H  -0.951  0.657  -2.135
H  1.183  2.176  -0.228
H  0.057  1.674  0.994
H  -2.616  0.829  -1.361

Summary:
frontier orbital gap (alpha / beta): 7.7 / 7.7 eV
HOMO level (alpha / beta): -7.71 / -7.71 eV
structure (SMILES): C=C(C)C(=N)C(=C)C

In terms of stability, version ii leads; the second structure lies 1.251 eV higher.

Version i
This record from OMol25 describes a structure of composition C7H11N. The level of theory is ωB97M-V/def2-TZVPD.

Cartesian coordinates (Å):
C  -2.865  0.004  0.710
C  1.980  1.000  0.310
C  1.207  1.964  -0.558
C  -2.074  0.169  -0.457
C  0.461  0.941  0.320
C  -0.118  -1.441  0.861
C  -0.229  -0.310  -0.164
N  -3.102  -0.816  -0.209
H  -3.363  0.402  1.633
H  2.575  0.229  0.040
H  2.451  1.478  1.230
H  1.022  3.001  -0.301
H  1.111  1.846  -1.614
H  -2.444  0.955  -1.049
H  -0.129  1.496  1.024
H  -0.908  -1.362  1.687
H  0.834  -1.253  1.407
H  -0.233  -2.489  0.617
H  0.153  -0.590  -1.150

Summary:
frontier orbital gap: 10.3 eV
HOMO level: -9.23 eV

Version ii
This record from OMol25 describes the molecule C7H11N. The level of theory is ωB97M-V/def2-TZVPD.

Cartesian coordinates (Å):
C  1.730  0.357  0.288
C  0.444  0.428  0.459
C  -0.675  -0.074  1.391
C  0.951  0.726  -0.923
C  -0.288  0.218  2.797
C  -0.806  -0.523  -2.304
C  0.751  -0.364  -2.012
N  -1.795  -0.327  0.933
H  2.683  0.374  0.775
H  1.083  1.788  -1.108
H  -1.002  -0.195  3.527
H  0.688  -0.196  2.920
H  -0.298  1.258  3.046
H  -1.202  -0.732  -1.274
H  -0.885  -1.419  -2.900
H  -1.299  0.370  -2.723
H  1.332  0.021  -2.857
H  1.212  -1.298  -1.513
H  -2.623  -0.412  1.478

Summary:
frontier orbital gap: 9.9 eV
HOMO level: -9.00 eV
structure (SMILES): [H]/N=C(\C)C1=C[C@H]1CC

In terms of stability, version ii leads; the second structure lies 1.266 eV higher.

Version i
This record from OMol25 describes a structure of composition C7H11N. The level of theory is ωB97M-V/def2-TZVPD.

Cartesian coordinates (Å):
C  0.391  0.742  1.706
C  -0.644  -0.234  1.180
C  -0.579  -1.411  0.326
C  0.585  -1.311  -0.793
C  0.267  -0.072  -1.576
C  -0.494  1.166  -0.827
C  -0.485  1.161  0.683
H  0.416  1.278  2.565
H  1.629  0.603  1.834
H  -1.377  -0.323  2.045
H  -0.198  -2.358  0.909
H  -1.788  -1.729  -0.254
H  0.770  -2.269  -1.486
H  2.455  -0.316  -1.360
H  0.271  0.039  -2.642
H  -1.799  1.086  -1.023
H  0.096  1.999  -1.460
H  -1.005  2.055  0.979
N  1.489  -0.107  -0.805

Summary:
frontier orbital gap: 9.7 eV
HOMO level: -8.78 eV

Version ii
This record from OMol25 describes the molecule C7H11N. The level of theory is ωB97M-V/def2-TZVPD.

Cartesian coordinates (Å):
C  -1.282  -0.569  -0.816
C  0.282  -0.602  -1.174
C  1.550  -0.724  0.005
C  0.947  0.882  -1.146
C  -0.042  0.922  0.930
C  -1.059  0.606  1.934
C  -0.875  -0.237  0.629
H  -1.832  -1.641  -0.655
H  -1.851  0.102  -1.605
H  0.701  -1.372  -1.962
H  2.497  -1.154  -0.574
H  1.400  -1.407  0.801
H  1.854  0.908  -1.621
H  0.126  1.573  -1.439
H  -0.402  1.716  0.404
H  -1.085  0.100  2.859
H  -1.874  1.384  2.037
H  -0.394  -1.209  1.031
N  1.337  0.723  0.364

Summary:
frontier orbital gap: 9.2 eV
HOMO level: -8.15 eV
structure (SMILES): C1C2CN(C2)[C@@H]2C[C@@H]12

Version iii
This record from OMol25 describes the molecule C7H11N. The level of theory is ωB97M-V/def2-TZVPD.

Cartesian coordinates (Å):
C  1.212  1.075  0.003
C  -1.433  1.287  -0.400
C  -1.690  -0.223  -0.517
C  -1.245  -1.236  0.075
C  -0.059  -1.405  0.886
C  1.471  -1.420  0.347
C  2.049  -0.251  -0.042
H  0.806  1.446  1.074
H  1.896  1.816  -0.163
H  0.469  1.212  -1.662
H  -1.936  2.020  -1.196
H  -1.556  1.956  0.641
H  -2.453  -0.084  -1.355
H  -1.850  -2.104  -0.101
H  -0.335  -2.296  1.329
H  -0.271  -0.797  1.861
H  1.816  -2.362  0.669
H  3.000  -0.175  -0.619
N  0.107  1.541  -0.828

Summary:
frontier orbital gap: 9.1 eV
HOMO level: -8.02 eV
structure (SMILES): C1=C\CNC/C=C\C/1

In terms of stability, version iii leads; the second structure lies 1.116 eV higher.